1.
Formula: C21H33BeCl2N4O3
Source: OMol25
Level of theory: ωB97M-V/def2-TZVPD

Atoms and positions in Å:
O  2.86878  0.98470  -3.44090
C  2.70883  1.21189  -4.62679
C  2.80023  2.55689  -5.27689
C  3.08991  3.68604  -4.49533
H  3.25854  3.55817  -3.42778
C  3.15242  4.94893  -5.08268
H  3.37160  5.82113  -4.46446
C  2.93198  5.08990  -6.46059
H  2.97710  6.07656  -6.91732
C  2.65896  3.96382  -7.25237
H  2.49278  4.07468  -8.32680
C  2.60016  2.70427  -6.65748
H  2.39367  1.81430  -7.25270
H  2.48866  0.39028  -5.35059
C  -2.54168  0.74302  -1.41873
C  -2.34070  -0.05959  -0.22957
H  -3.59896  0.80798  -1.71159
H  -1.93882  0.29430  -2.22320
H  -2.14446  1.75104  -1.23253
C  -3.13600  -0.94094  0.35628
C  -4.61609  -1.13414  0.05803
H  -2.74759  -1.64291  1.10095
H  -4.91815  -0.49765  -0.78335
H  -5.23963  -0.87161  0.92487
H  -4.83108  -2.18120  -0.19388
Be  -0.15194  0.04901  0.60305
Cl  -0.98769  1.94821  0.83345
Cl  0.29076  -0.24813  -1.30261
C  -2.23503  0.29981  2.94770
O  -1.33262  -0.46185  2.53938
N  -2.87724  0.13306  4.11915
C  -2.51673  -0.96302  4.99704
C  -3.97461  0.98379  4.54341
H  -2.53385  1.18790  2.35845
H  -1.68965  -1.51340  4.53697
H  -3.38025  -1.62743  5.14420
H  -2.21441  -0.56831  5.97853
H  -4.13927  1.77069  3.79822
H  -3.74788  1.45505  5.51038
H  -4.90056  0.39888  4.65304
H  -0.00212  -5.55091  1.44678
H  2.36146  -5.33300  0.44062
C  -0.36013  -4.90687  0.63196
C  1.90479  -4.68937  -0.32457
N  0.71149  -4.03032  0.19440
H  -1.19906  -4.29235  0.96607
C  0.57807  -2.69344  0.20193
O  -0.32677  -2.04689  0.77215
H  2.63597  -3.93303  -0.62964
H  1.35644  -2.16242  -0.37839
H  -0.66244  -5.56264  -0.19834
H  1.66597  -5.32017  -1.19313
C  0.86878  0.83402  3.88826
C  1.69755  0.43911  2.74479
N  1.38548  0.12461  1.48032
C  2.58483  -0.14893  0.81507
C  3.61512  0.00485  1.69669
N  3.04232  0.35433  2.89498
H  0.29248  -0.01459  4.27984
H  1.51072  1.19989  4.70087
H  0.18030  1.63637  3.60230
H  2.61192  -0.39722  -0.22393
H  4.66965  -0.09088  1.55657
H  3.52772  0.58572  3.75946

Forces on the atoms, in the same order (eV/Å):
O 0.02 0.46 -1.62
C 0.15 -0.37 0.83
C 0.09 0.54 0.15
C -0.06 0.04 -0.23
H -0.11 -0.03 -0.20
C -0.04 -0.24 -0.23
H -0.08 -0.23 -0.22
C -0.01 -0.41 0.10
H -0.02 -0.18 0.07
C 0.11 0.22 0.29
H 0.06 -0.04 0.37
C 0.01 -0.08 0.37
H -0.01 0.20 0.07
H -0.01 0.10 0.28
C -0.69 0.56 -0.47
C 2.06 -2.08 1.49
H -0.21 0.25 -0.51
H -0.41 0.24 0.05
H -0.23 -0.20 -0.41
C -1.18 0.14 -0.52
C 0.03 -0.08 -0.08
H -0.10 0.14 0.14
H -0.10 -0.16 0.13
H -0.13 -0.04 -0.02
H -0.19 -0.02 -0.06
Be -3.05 -0.10 -0.72
Cl 1.45 2.08 0.97
Cl 1.72 0.32 -1.45
C 1.46 -0.95 -1.57
O -1.18 1.37 1.77
N -0.20 -0.20 0.67
C -0.15 0.11 0.00
C 0.17 -0.06 -0.22
H 0.05 -0.46 0.20
H -0.25 0.10 0.09
H 0.20 0.02 -0.02
H -0.02 -0.12 -0.12
H 0.06 -0.22 0.14
H -0.03 -0.06 -0.13
H 0.17 0.12 -0.05
H -0.17 0.11 -0.01
H -0.11 0.16 -0.06
C 0.21 0.04 0.08
C -0.29 0.36 -0.09
N 0.01 -1.02 -0.12
H 0.12 -0.11 -0.06
C -1.06 1.87 0.91
O 1.99 -2.01 -0.71
H -0.17 -0.14 0.06
H -0.19 -0.30 0.32
H -0.05 0.19 0.15
H 0.01 0.13 0.12
C -0.62 0.20 0.68
C 0.57 -0.52 -1.49
N 0.86 -0.04 0.79
C -0.08 0.44 1.42
C -0.43 -0.18 -0.49
N 0.22 0.27 0.51
H 0.04 0.27 -0.26
H -0.02 -0.01 -0.19
H 0.01 -0.24 -0.05
H -0.18 0.07 -0.29
H 0.27 -0.02 0.05
H -0.28 -0.15 -0.58

Its charge is -1. The energy relative to the best compared isomer or geometry (same formula, charge and spin) is 235.30 kJ/mol.

natural (NBO) population analysis, charges in e, atoms 1 to 8:
1. O -0.4754
2. C 0.4137
3. C -0.1669
4. C -0.1449
5. H 0.2416
6. C -0.2208
7. H 0.2147
8. C -0.1957


2.
Formula: C21H33BeCl2N4O3
Source: OMol25
Level of theory: ωB97M-V/def2-TZVPD

Atoms and positions in Å:
O  -2.16742  -1.23716  -0.52673
C  -2.97695  -0.71881  -1.34899
C  -3.99373  -1.54006  -1.95475
C  -3.90345  -2.95577  -1.88216
H  -3.01760  -3.40950  -1.43143
C  -4.94944  -3.73332  -2.36648
H  -4.88900  -4.82043  -2.29082
C  -6.08109  -3.13396  -2.94068
H  -6.90548  -3.74985  -3.30519
C  -6.15944  -1.73864  -3.04661
H  -7.02367  -1.26330  -3.51590
C  -5.13588  -0.94709  -2.53538
H  -5.18671  0.13961  -2.56930
H  -3.01716  0.37213  -1.47267
C  -1.86239  0.28990  -4.06724
C  -2.30322  1.62576  -3.51440
H  -1.16279  0.45021  -4.90333
H  -2.70231  -0.31877  -4.41136
H  -1.31900  -0.27793  -3.29910
C  -1.44287  2.48645  -2.92481
C  0.02517  2.23283  -2.77042
H  -1.79321  3.44096  -2.55031
H  0.50211  1.95989  -3.72715
H  0.27261  1.43114  -2.05389
H  0.49831  3.15405  -2.39975
Be  -0.91568  -1.14308  0.41221
Cl  0.70500  -1.56011  -0.71304
Cl  -3.93523  2.07931  -3.74018
C  2.97903  0.50861  0.83124
O  2.50903  1.01372  1.85627
N  4.29798  0.42429  0.56146
C  5.27047  0.99232  1.47848
C  4.81136  -0.21921  -0.63923
H  2.33580  0.05220  0.04713
H  4.74540  1.40561  2.34114
H  5.84769  1.77855  0.97501
H  5.97689  0.21611  1.79846
H  3.96750  -0.64503  -1.19286
H  5.52010  -1.01491  -0.37098
H  5.34215  0.50741  -1.27075
H  0.02211  3.63421  2.68159
H  -1.94253  3.34075  3.83605
C  -0.06130  2.81888  1.95909
C  -2.37686  2.91963  2.92400
N  -1.35145  2.18212  2.20316
H  0.77333  2.11419  2.07593
C  -1.62173  1.00419  1.65257
O  -0.73992  0.37667  0.99294
H  -3.19062  2.23449  3.18004
H  -2.64314  0.60755  1.80592
H  -0.02462  3.24040  0.94344
H  -2.77878  3.74184  2.31632
C  1.21496  -2.09646  2.67692
C  -0.22711  -2.35722  2.75005
N  -1.14767  -2.08393  1.82362
C  -2.37823  -2.50477  2.32779
C  -2.18412  -3.03949  3.56963
N  -0.82413  -2.92652  3.81695
H  1.41902  -1.01634  2.73998
H  1.71259  -2.62110  3.50433
H  1.59705  -2.45403  1.71061
H  -3.28645  -2.38183  1.76219
H  -2.88021  -3.46801  4.26686
H  -0.32463  -3.23080  4.64680

Forces on the atoms, in the same order (eV/Å):
O 3.50 -1.96 3.31
C -4.14 0.75 -2.19
C 1.76 1.80 1.52
C -0.37 -0.93 -0.18
H -0.29 0.15 -0.13
C 0.24 0.47 0.11
H -0.04 0.16 -0.05
C -0.48 -0.85 -0.18
H 0.21 0.08 0.06
C 0.83 0.87 0.33
H 0.12 -0.14 0.16
C -1.14 -0.40 -1.13
H -0.15 -0.32 0.06
H 0.01 -0.14 0.01
C 0.23 0.04 -0.04
C 2.02 0.35 0.47
H -0.20 0.03 0.00
H 0.11 0.14 0.14
H -0.22 0.16 -0.17
C -0.86 -0.67 -0.50
C 0.44 -0.08 0.12
H -0.26 -0.06 -0.07
H -0.14 0.08 0.26
H -0.23 0.12 -0.18
H 0.02 -0.27 -0.15
Be -1.44 0.20 -1.86
Cl 0.64 -0.25 0.03
Cl -0.64 0.35 -0.17
C -0.70 0.04 0.20
O 0.64 -0.33 -0.60
N 0.44 0.12 0.15
C 0.06 -0.12 -0.19
C -0.25 0.15 0.14
H 0.19 0.19 0.37
H 0.09 -0.08 -0.16
H -0.10 -0.04 0.10
H -0.10 0.10 0.05
H 0.23 0.04 0.06
H -0.20 0.09 -0.05
H -0.14 -0.13 0.08
H 0.13 -0.07 -0.11
H -0.11 -0.13 -0.06
C 0.07 0.17 0.02
C -0.04 -0.02 -0.15
N -0.14 -0.34 -0.06
H -0.41 0.16 -0.06
C 0.85 -0.65 -0.75
O -0.73 1.46 1.14
H 0.11 0.23 -0.02
H 0.46 0.06 -0.10
H -0.04 -0.11 0.19
H 0.06 -0.15 0.07
C 0.60 0.12 -0.05
C -1.21 0.05 -0.44
N 0.14 -0.69 1.16
C 0.73 0.00 0.27
C 0.05 0.32 -0.53
N 0.00 -0.25 0.28
H 0.01 -0.31 -0.04
H 0.02 0.20 -0.23
H -0.03 0.15 0.27
H 0.04 -0.01 -0.15
H 0.07 -0.01 0.05
H -0.32 0.12 -0.40

Its charge is -1. The energy relative to the best compared isomer or geometry (same formula, charge and spin) is 66.29 kJ/mol.

natural (NBO) population analysis, charges in e, atoms 1 to 8:
1. O -1.0297
2. C -0.0150
3. C -0.1724
4. C -0.2710
5. H 0.1956
6. C -0.2231
7. H 0.1792
8. C -0.3910


3.
Formula: C21H33K2N6O9S
Source: OMol25
Level of theory: ωB97M-V/def2-TZVPD

Atoms and positions in Å:
K  -1.33724  0.04194  4.01625
K  2.69549  -0.42828  3.29508
C  -0.15044  -0.56297  0.46930
O  0.31919  -0.62470  1.77520
H  -0.86571  -1.37148  0.31830
H  -0.54953  0.38357  0.10474
H  0.59900  -0.85791  -0.26517
C  -2.58676  3.01035  0.88451
N  -2.79801  3.05921  2.36786
O  -2.92037  4.12860  2.92303
O  -2.89909  1.99022  2.97343
H  -1.87577  3.80485  0.65783
H  -3.58617  3.13437  0.46750
H  -2.11010  2.06993  0.60792
C  1.19624  0.71362  -3.52475
N  -0.05867  1.25418  -4.17517
O  0.02719  2.13058  -5.05095
O  -1.18594  0.86709  -3.78271
H  0.94536  0.41987  -2.50550
H  2.04723  1.39260  -3.57860
H  1.36129  -0.19280  -4.10721
C  3.25251  -1.90993  -0.61507
C  2.39778  -3.07762  -1.04817
O  3.24515  -3.82123  -1.98592
S  4.81294  -3.23331  -1.99264
O  5.17568  -3.05952  -3.37972
O  5.61005  -4.09963  -1.08518
O  4.38693  -1.81250  -1.34753
H  3.41795  -1.94105  0.46185
H  2.67165  -0.99675  -0.74470
H  1.43184  -2.74592  -1.42901
H  2.30437  -3.80312  -0.24007
N  1.74664  3.83290  -0.69019
C  1.75796  5.20213  -1.04304
C  0.69314  5.45284  -1.84910
C  -0.05328  4.25563  -1.98258
C  0.65353  3.26133  -1.25944
H  2.35003  3.34909  -0.04061
H  2.51267  5.84595  -0.61606
H  0.50563  6.41614  -2.29997
H  -1.01370  4.09832  -2.45082
H  0.38859  2.24439  -1.01036
N  5.31827  1.89203  1.76278
C  4.58837  1.08752  0.91569
C  3.23675  1.35344  1.16094
C  3.20078  2.27711  2.15359
C  4.47629  2.65978  2.50307
H  6.32755  1.92716  1.77785
H  5.03004  0.44659  0.16700
H  2.38714  0.98716  0.60381
H  2.32994  2.78674  2.53869
H  4.90643  3.38911  3.17349
N  -3.81551  -2.70531  -2.03077
C  -2.96875  -3.41908  -1.20403
C  -3.72327  -4.34626  -0.48645
C  -5.07298  -4.03791  -0.84866
C  -5.10876  -3.05838  -1.80770
H  -3.58294  -1.90713  -2.60429
H  -1.90794  -3.22148  -1.15898
H  -3.31718  -5.15128  0.10805
H  -5.93660  -4.58169  -0.49529
H  -5.98701  -2.60999  -2.24819
N  -2.82099  -2.52692  2.03523
C  -3.72794  -1.54661  1.93933
C  -4.28058  -1.33820  3.19961
C  -3.77483  -2.27889  4.06387
C  -2.81306  -3.01827  3.28245
H  -2.19425  -2.84458  1.30971
H  -3.95407  -1.01368  1.02760
H  -5.17369  -0.75438  3.36666
H  -4.00931  -2.41847  5.10883
H  -2.14717  -3.84912  3.46326

Forces on the atoms, in the same order (eV/Å):
K 0.14 -0.34 -0.51
K -0.53 -0.38 0.16
C 0.68 -1.18 1.38
O 0.06 0.80 -0.04
H -0.96 0.03 -0.34
H -0.40 0.45 0.06
H 0.80 0.16 -0.60
C 0.55 0.14 0.42
N -0.30 -0.45 0.98
O 0.20 -0.12 -0.69
O 0.24 0.26 -0.58
H -0.47 0.21 -0.18
H 0.30 0.10 -0.23
H -0.41 -0.09 0.24
C -0.78 -0.67 -0.40
N -2.35 2.22 -0.52
O 0.72 -1.82 1.47
O 2.62 -0.05 -0.22
H -0.07 0.20 -0.13
H -0.50 0.13 -0.22
H 0.38 -0.02 0.08
C -2.70 1.28 2.24
C 1.34 -1.63 0.17
O 0.87 1.17 -0.28
S -0.62 -2.95 0.11
O -0.04 0.11 2.12
O -1.91 2.82 -2.18
O 2.73 -0.62 -1.60
H 0.49 -0.26 0.07
H 0.18 0.19 -0.25
H 0.24 -0.45 -0.53
H -0.62 0.38 0.18
N -0.39 1.58 -0.55
C 0.86 -1.54 1.00
C -0.17 0.12 -0.07
C 0.83 -1.58 0.98
C -1.21 1.14 -0.55
H 0.11 0.30 -0.11
H -0.02 -0.02 -0.27
H -0.19 -0.11 0.06
H 0.20 0.05 -0.22
H -0.03 0.00 -0.19
N -0.05 -0.63 -0.89
C -0.59 0.19 0.01
C 1.35 -1.40 -2.20
C -0.67 3.04 2.00
C 0.52 -0.34 0.04
H -0.23 0.00 0.08
H 0.18 0.06 0.21
H 0.02 -0.33 0.18
H -0.12 -0.20 0.08
H -0.42 -0.09 0.11
N 0.41 0.80 0.11
C -0.37 -0.58 0.00
C 0.03 1.61 -1.36
C -0.43 -1.26 0.27
C 0.02 -0.74 1.06
H 0.36 -0.24 0.18
H -0.05 -0.02 -0.35
H -0.25 0.22 0.20
H -0.03 0.11 0.01
H 0.39 0.10 -0.23
N 0.23 -0.10 -0.20
C -0.70 1.48 0.04
C -1.30 0.45 -1.54
C 2.59 -2.09 -0.39
C -0.71 0.21 1.90
H -0.32 0.15 0.02
H 0.20 -0.22 -0.04
H 0.27 0.36 0.08
H 0.02 -0.15 -0.14
H -0.15 0.10 0.51

Its spin multiplicity is 2. The calculation puts the total energy at -3423.39615 hartree.

Mulliken population analysis, charges in e, atoms 1 to 8:
1. K 0.8183
2. K 0.0025
3. C 1.3421
4. O -0.7434
5. H -0.3186
6. H -0.5059
7. H -0.7360
8. C -0.4311


no.,strongest force on any atom (eV/A)
1,3.28
2,5.20
3,4.04